Here is a molecular structure, C30H30N3O6S7W at a distorted geometry from OMol25. Energies are from wB97M-V/def2-TZVPD.

XYZ file:
```
77
Properties=species:S:1:pos:R:3:forces:R:3
W -0.793 -0.030 0.151 -1.1 0.0 0.5
C 0.185 -1.329 -3.863 0.0 0.0 0.0
C -1.055 -0.477 -3.892 0.0 0.0 -0.2
C -1.981 -0.671 -4.913 0.0 0.0 0.0
C -3.110 0.124 -5.010 0.0 0.0 0.1
C -3.302 1.149 -4.099 0.0 0.0 0.0
C -2.395 1.381 -3.071 -0.1 0.0 0.0
C -2.585 2.550 -2.149 0.0 0.0 -0.1
C -1.302 0.523 -2.949 0.2 0.0 0.2
N -0.395 0.668 -1.834 0.1 0.1 -0.3
C 0.848 1.080 -2.188 0.1 -0.1 0.1
O 1.235 1.461 -3.285 -0.1 0.0 0.0
C 1.802 0.993 -1.040 0.0 0.0 -0.1
C 3.133 1.372 -1.115 0.0 0.0 0.0
C 3.904 1.292 0.029 0.0 0.0 0.0
C 3.334 0.818 1.211 0.0 0.0 0.0
C 2.010 0.455 1.202 -0.1 -0.1 0.0
N 1.267 0.553 0.093 0.5 0.1 0.0
C 1.279 -0.094 2.398 0.0 0.0 0.0
O 1.884 -0.280 3.445 -0.1 0.0 -0.1
N -0.029 -0.325 2.135 0.2 -0.1 0.0
C -0.898 -0.484 3.276 0.1 0.0 -0.2
C -1.667 -1.643 3.442 0.0 0.0 0.0
C -1.522 -2.861 2.571 0.0 0.0 -0.1
C -2.589 -1.696 4.480 0.0 0.0 0.0
C -2.739 -0.639 5.360 0.0 0.0 -0.1
C -1.929 0.471 5.222 0.0 0.0 0.0
C -0.990 0.568 4.198 -0.1 0.1 0.1
C -0.098 1.778 4.175 0.1 0.0 0.0
H 0.005 -2.279 -4.367 0.0 0.0 0.0
H 0.521 -1.542 -2.848 0.0 0.0 0.0
H 1.003 -0.814 -4.370 0.0 0.0 0.0
H -1.804 -1.459 -5.637 0.0 0.0 0.0
H -3.836 -0.051 -5.794 0.0 0.0 0.0
H -4.175 1.786 -4.170 0.0 0.0 0.0
H -3.390 3.186 -2.517 0.0 0.0 0.0
H -1.669 3.144 -2.090 0.0 0.0 0.0
H -2.847 2.241 -1.136 0.0 0.0 0.0
H 3.498 1.746 -2.061 0.0 0.0 0.0
H 4.942 1.598 0.011 0.0 0.0 0.0
H 3.883 0.719 2.137 0.0 0.0 0.0
H -0.474 -3.101 2.403 0.1 0.0 -0.1
H -2.003 -2.734 1.599 0.0 0.1 0.0
H -1.989 -3.714 3.062 0.0 0.0 0.0
H -3.197 -2.586 4.590 0.0 0.0 0.0
H -3.480 -0.683 6.148 0.0 0.0 0.0
H -2.020 1.299 5.915 0.0 0.0 0.0
H -0.592 2.610 4.677 0.0 0.0 0.0
H 0.143 2.103 3.163 0.0 -0.1 0.1
H 0.839 1.555 4.687 0.0 0.0 0.1
C -3.850 4.712 0.737 -0.1 0.0 -0.1
S -2.566 5.311 1.855 0.0 -0.1 0.0
C -1.133 4.935 0.923 0.0 0.2 0.0
C -0.633 3.719 0.616 0.1 -0.2 0.1
S -1.339 2.218 1.160 -0.3 0.1 -0.3
S 0.866 3.781 -0.267 0.1 -0.2 -0.1
C 1.095 5.488 -0.337 0.1 0.1 0.0
S 2.422 6.206 -1.007 -0.1 -0.1 0.0
S -0.219 6.321 0.378 -0.1 0.1 0.0
H -4.791 4.981 1.215 -0.1 -0.1 0.0
H -3.799 3.634 0.615 0.0 0.0 0.1
H -3.782 5.208 -0.231 0.0 0.0 0.0
C -1.723 -2.839 -1.791 -0.1 0.0 0.1
O -0.510 -2.892 -1.023 0.0 0.0 -0.1
C -0.072 -1.931 -0.218 0.0 -0.1 -0.1
C 1.256 -2.438 0.296 -0.1 -0.1 0.0
H -2.557 -3.117 -1.152 0.0 0.0 -0.1
H -1.583 -3.576 -2.579 0.0 0.0 0.0
H -1.899 -1.855 -2.220 0.0 -0.1 0.1
H 1.334 -3.510 0.115 0.0 0.0 0.0
H 1.394 -2.242 1.354 0.0 0.0 0.1
H 2.070 -1.940 -0.241 0.0 0.0 0.0
O -4.947 1.717 0.186 0.0 0.1 0.0
S -5.114 0.336 -0.163 0.0 0.1 0.0
O -5.688 -0.529 0.825 0.0 0.0 0.0
O -5.383 0.036 -1.539 0.0 0.0 -0.1
S -2.975 -0.530 -0.055 0.7 -0.2 0.1
```
Forces are in eV/Å.

Summary:
Total energy in Ha: -4631.4745
Total charge: -1
Energy relative to the best compared isomer or geometry (same formula, charge and spin) in kcal per mole: 0.0
HOMO level (alpha / beta) in eV: -5.10 / -5.10
Gap between HOMO and LUMO (alpha / beta) in Ha: 0.21722 / 0.21815

For each atom in turn, the Löwdin charge in e is: W 1.16; C -0.04; C -0.24; C -0.06; C -0.08; C -0.04; C -0.21; C -0.04; C -0.22; N -0.04; C -0.52; O 0.06; C -0.24; C 0.01; C -0.02; C 0.03; C -0.19; N -0.03; C -0.52; O 0.07; N -0.09; C -0.19; C -0.20; C -0.04; C -0.05; C -0.08; C -0.05; C -0.20; C -0.06; H 0.08; H 0.07; H 0.09; H 0.11; H 0.10; H 0.11; H 0.09; H 0.08; H 0.00; H 0.13; H 0.11; H 0.13; H 0.07; H 0.04; H 0.08; H 0.11; H 0.10; H 0.11; H 0.08; H 0.02; H 0.08; C -0.39; S 0.80; C -1.02; C -1.01; S 0.63; S 0.96; C -1.50; S 0.49; S 0.91; H 0.04; H -0.02; H 0.05; C -0.09; O -0.15; C -0.38; C -0.06; H 0.07; H 0.10; H 0.04; H 0.09; H 0.06; H 0.09; O -0.35; S 0.26; O -0.35; O -0.35; S 0.44

Here is a molecular structure, C30H30N4O8RuSi at a distorted geometry from OMol25. Energies are from wB97M-V/def2-TZVPD.

XYZ file:
```
74
Properties=species:S:1:pos:R:3:forces:R:3
Ru -0.120 -0.613 1.006 -0.2 -0.4 0.3
N -0.270 -1.185 2.949 0.4 0.4 0.4
N 0.841 -1.977 3.306 0.2 -0.1 0.4
C 1.547 -2.568 2.256 -0.2 -0.1 -0.4
O 2.346 -3.445 2.457 0.1 0.0 0.1
O 1.267 -2.028 1.100 0.6 -0.3 -0.3
H -0.333 -0.415 3.611 -0.1 0.1 -0.1
H -1.125 -1.748 2.913 0.0 0.0 0.0
H 0.759 -2.541 4.139 -0.2 0.0 0.0
O -2.890 -4.018 0.753 0.2 -0.1 0.1
C -2.527 -2.876 0.625 0.1 0.1 0.1
O -1.307 -2.457 1.044 0.0 0.1 -0.4
C -3.408 -1.786 0.093 0.0 -0.2 -0.1
C -4.745 -1.733 0.096 -0.1 0.0 0.0
C -5.391 -0.437 -0.080 -0.1 0.0 -0.1
C -4.715 0.745 -0.040 0.1 -0.1 0.0
C -3.305 0.675 -0.009 -0.1 0.3 0.0
C -2.609 -0.596 -0.180 0.1 0.3 -0.4
N -2.498 1.686 0.366 -0.1 0.0 0.4
O -2.865 2.857 0.503 0.1 -0.1 0.0
O -1.242 1.380 0.654 -0.2 0.0 -0.3
N -6.848 -0.394 -0.151 0.2 -0.1 0.1
O -7.445 -1.453 -0.059 0.0 0.0 0.0
O -7.388 0.687 -0.303 0.0 0.0 0.0
H -5.345 -2.608 0.304 0.0 0.1 0.1
H -5.236 1.689 0.012 0.0 0.0 -0.1
H -1.956 -0.652 0.684 -0.8 0.5 0.3
C 6.159 -1.623 0.391 0.0 0.0 0.0
C 5.135 -2.280 -0.279 0.0 0.0 0.0
C 3.865 -1.731 -0.316 0.0 0.0 0.0
C 3.600 -0.515 0.320 0.1 -0.2 0.1
C 4.637 0.132 0.996 0.0 0.0 0.0
C 5.912 -0.418 1.029 0.0 0.0 0.0
Si 1.956 0.312 0.237 0.6 0.0 0.1
C 1.857 1.360 -1.287 -0.2 0.1 -0.2
C 2.616 2.538 -1.255 -0.1 0.0 0.0
C 2.664 3.377 -2.358 0.0 0.0 0.0
C 1.951 3.056 -3.505 0.0 0.0 0.0
C 1.209 1.887 -3.555 0.0 0.0 0.0
C 1.171 1.042 -2.456 0.1 0.0 0.0
C 1.558 1.270 1.781 -0.6 -0.3 -0.1
C 2.011 0.798 3.030 0.1 0.2 0.0
C 1.868 1.573 4.163 0.0 0.0 0.0
C 1.261 2.826 4.068 0.0 0.0 0.0
C 0.804 3.306 2.849 0.1 0.0 0.0
C 0.941 2.532 1.710 0.1 0.0 0.1
H 7.151 -2.055 0.421 0.0 0.0 0.0
H 5.324 -3.230 -0.760 0.0 0.0 0.0
H 3.071 -2.268 -0.818 0.0 0.0 0.0
H 4.455 1.071 1.508 0.0 0.0 0.0
H 6.706 0.091 1.560 0.0 0.0 0.0
H 3.178 2.805 -0.366 0.0 0.0 0.0
H 3.260 4.279 -2.322 0.0 0.0 0.0
H 1.985 3.714 -4.364 0.0 0.0 0.0
H 0.659 1.630 -4.452 0.0 0.0 0.0
H 0.624 0.113 -2.530 0.0 0.0 0.0
H 2.500 -0.164 3.099 0.0 0.0 0.0
H 2.230 1.213 5.117 0.0 0.0 0.0
H 1.152 3.435 4.957 0.0 0.0 0.0
H 0.331 4.277 2.787 0.0 0.0 0.0
H 0.578 2.903 0.763 -0.1 0.0 0.0
C -1.265 -1.441 -3.753 0.0 0.0 0.0
C -2.321 -1.221 -2.672 0.2 0.0 0.0
C -3.413 -0.278 -3.171 0.0 0.0 0.0
C -1.663 -0.678 -1.394 -0.1 -0.1 0.0
H -1.706 -1.930 -4.623 0.0 0.0 0.0
H -0.447 -2.072 -3.398 0.0 0.0 0.0
H -0.849 -0.487 -4.091 0.0 0.0 0.0
H -2.765 -2.190 -2.429 0.0 0.0 0.0
H -3.082 0.763 -3.125 0.0 0.0 0.0
H -4.329 -0.365 -2.588 0.0 0.0 0.0
H -3.661 -0.504 -4.210 0.0 0.0 0.0
H -1.260 0.318 -1.584 -0.1 0.0 -0.1
H -0.812 -1.362 -1.169 0.0 0.1 0.0
```
Forces are in eV/Å.

Summary:
Total energy in Ha: -2366.2377
Total charge: 0
Energy relative to the best compared isomer or geometry (same formula, charge and spin) in kcal per mole: 68.8
HOMO level in eV: -7.53
Gap between HOMO and LUMO in Ha: 0.19129

For each atom in turn, the Löwdin charge in e is: Ru 1.23; N -0.03; N 0.04; C -0.69; O 0.10; O -0.22; H 0.13; H 0.12; H 0.16; O 0.11; C -0.51; O -0.18; C -0.11; C 0.08; C -0.13; C 0.10; C -0.15; C -0.29; N -0.31; O 0.02; O -0.18; N -0.37; O 0.07; O 0.06; H 0.13; H 0.14; H 0.04; C -0.07; C -0.06; C -0.08; C -0.26; C -0.09; C -0.08; Si 0.79; C -0.26; C -0.09; C -0.07; C -0.07; C -0.07; C -0.09; C -0.30; C -0.11; C -0.07; C -0.05; C -0.04; C -0.08; H 0.11; H 0.11; H 0.11; H 0.10; H 0.10; H 0.11; H 0.11; H 0.11; H 0.11; H 0.07; H 0.10; H 0.11; H 0.11; H 0.12; H 0.11; C -0.07; C -0.39; C -0.04; C -0.14; H 0.08; H 0.08; H 0.07; H 0.14; H 0.09; H 0.07; H 0.08; H 0.10; H 0.11

Here is a molecular structure, C30H30N5O5Tc at a distorted geometry from OMol25. Energies are from wB97M-V/def2-TZVPD.

XYZ file:
```
71
Properties=species:S:1:pos:R:3:forces:R:3
Tc 0.432 -0.285 0.202 0.8 -2.8 -0.7
C -3.112 -2.404 3.557 0.0 0.1 0.0
C -2.241 -3.305 2.961 -0.1 0.0 0.1
C -1.013 -2.881 2.493 0.1 0.3 -0.2
C -0.667 -1.531 2.589 -1.4 -0.4 0.7
C -1.556 -0.622 3.162 0.4 -0.2 -0.2
C -2.768 -1.063 3.655 -0.1 -0.1 0.1
N 0.513 -1.059 2.020 -1.0 1.4 -2.5
C 1.717 -1.525 2.391 2.0 0.0 0.1
C 1.988 -2.421 3.441 -0.3 0.2 -0.3
C 3.285 -2.796 3.696 0.2 0.1 -0.1
C 4.353 -2.280 2.951 -0.1 0.0 0.0
C 4.122 -1.376 1.938 -0.2 0.2 -0.1
C 2.809 -0.985 1.649 0.3 -1.3 1.5
N 2.436 -0.082 0.694 1.0 1.7 -1.5
N 3.362 0.553 0.082 0.0 -2.1 1.7
C 2.982 1.499 -0.806 -0.9 1.7 -1.5
C 3.928 2.072 -1.675 -0.3 -0.5 0.5
C 3.511 3.069 -2.531 -0.4 0.1 -0.1
C 2.182 3.482 -2.505 0.3 -0.1 0.1
C 1.316 2.860 -1.617 0.0 0.2 0.0
N 1.699 1.899 -0.804 0.3 -1.0 0.3
H -4.066 -2.739 3.933 -0.1 -0.1 0.0
H -2.532 -4.339 2.845 0.0 -0.1 0.0
H -0.348 -3.565 1.986 0.1 -0.1 -0.1
H -1.267 0.417 3.222 0.0 0.1 0.1
H -3.449 -0.363 4.116 0.0 0.0 0.0
H 1.175 -2.818 4.026 -0.1 0.0 0.1
H 3.487 -3.502 4.487 0.0 0.0 0.1
H 5.359 -2.595 3.182 0.1 0.0 -0.1
H 4.925 -0.968 1.345 0.1 0.0 0.0
H 4.945 1.718 -1.673 0.1 0.0 0.1
H 4.207 3.528 -3.217 0.1 0.0 0.0
H 1.832 4.268 -3.153 -0.1 0.1 -0.1
H 0.280 3.157 -1.534 -0.2 0.0 -0.2
O 0.885 -4.127 -1.175 0.2 -0.1 0.5
C 0.842 -2.926 -1.257 -1.0 -1.0 -3.1
O 1.168 -2.090 -0.356 0.7 1.9 1.8
C 0.385 -2.278 -2.613 0.9 -0.4 1.0
C 1.148 -0.964 -2.869 0.8 -0.7 -0.9
C 0.991 -0.543 -4.336 0.2 0.1 0.2
C -0.504 -0.175 -4.369 -0.1 0.3 0.2
C -0.881 -0.301 -2.877 -1.1 -0.4 -0.7
O 0.342 0.012 -2.204 0.1 0.4 1.3
C -1.067 -1.790 -2.549 -0.9 0.1 1.1
C -1.733 -1.970 -1.120 0.2 -1.2 -3.5
O -2.529 -2.862 -0.981 -0.2 0.0 0.6
O -1.399 -1.086 -0.274 0.8 2.0 2.7
H 0.537 -3.031 -3.385 0.0 0.1 0.0
H 2.171 -0.937 -2.491 -0.1 0.0 0.1
H 1.265 -1.332 -5.029 0.0 -0.1 0.0
H 1.618 0.328 -4.537 0.0 -0.1 0.0
H -1.088 -0.861 -4.979 -0.1 0.1 0.0
H -0.665 0.839 -4.733 0.0 0.0 0.0
H -1.683 0.358 -2.541 0.2 -0.1 0.1
H -1.720 -2.329 -3.233 0.1 0.2 -0.1
C -3.385 2.809 2.080 0.1 -0.1 0.0
C -2.619 2.923 0.755 -0.8 0.6 -0.1
C -2.244 4.387 0.486 0.2 -0.1 0.0
C -3.450 2.332 -0.402 0.0 -0.1 0.0
C -1.445 2.084 0.781 1.4 -1.0 -0.1
N -0.581 1.324 0.679 -2.0 2.1 0.7
H -4.334 3.334 1.988 0.0 0.0 -0.1
H -2.824 3.263 2.893 0.1 0.0 0.1
H -3.587 1.770 2.326 -0.1 -0.1 0.0
H -3.149 4.983 0.402 -0.1 0.0 0.0
H -1.679 4.491 -0.438 0.0 0.0 -0.1
H -1.649 4.787 1.302 0.1 0.1 0.1
H -4.407 2.843 -0.465 -0.1 0.1 0.0
H -3.626 1.271 -0.236 -0.1 -0.1 0.0
H -2.927 2.448 -1.349 0.0 0.0 -0.1
```
Forces are in eV/Å.

Summary:
Total energy in Ha: -1891.7548
Total charge: +1
⟨S²⟩: 0.914
HOMO level (alpha / beta) in eV: -10.99 / -11.00
Gap between HOMO and LUMO (alpha / beta) in Ha: 0.20551 / 0.20007
Spin multiplicity: 2

For each atom in turn, the Löwdin charge in e is: Tc 1.69; C -0.06; C -0.04; C -0.01; C -0.30; C -0.03; C -0.07; N -0.05; C -0.21; C 0.03; C -0.03; C -0.04; C 0.02; C -0.20; N -0.07; N 0.14; C -0.33; C 0.03; C -0.03; C -0.02; C -0.12; N 0.08; H 0.11; H 0.12; H 0.13; H 0.10; H 0.10; H 0.12; H 0.12; H 0.12; H 0.11; H 0.12; H 0.12; H 0.11; H 0.10; O 0.12; C -0.58; O -0.14; C -0.09; C -0.26; C -0.08; C -0.08; C -0.24; O -0.17; C -0.09; C -0.59; O 0.12; O -0.15; H 0.16; H 0.16; H 0.12; H 0.12; H 0.12; H 0.12; H 0.15; H 0.16; C -0.02; C -0.57; C -0.02; C -0.01; C -0.05; N 0.07; H 0.10; H 0.10; H 0.08; H 0.10; H 0.08; H 0.10; H 0.10; H 0.10; H 0.09